1.
An isolated molecule of C6H10N2 in a non-equilibrium geometry. Source: the Open Molecules 2025 dataset; level of theory: the ωB97M-V functional and the def2-TZVPD basis.

```
18
Properties=species:S:1:pos:R:3:forces:R:3:lowdin_charge:R:1
C -1.657 0.742 -2.311 0.023 -0.973 -0.496 -0.120
C -0.786 0.041 -1.271 0.114 0.183 -0.414 -0.269
C -0.051 0.958 -0.295 0.042 -0.652 1.158 -0.158
C 0.513 0.157 0.858 -0.188 0.182 -0.673 -0.328
C 1.564 -0.700 0.782 -0.198 -1.013 0.516 -0.065
N 1.622 -1.314 2.031 1.220 0.503 -0.087 0.038
C 0.732 -0.667 2.814 -0.841 -0.607 0.167 -0.220
N -0.014 0.150 2.127 0.017 0.603 -0.071 0.102
H -2.055 -0.027 -2.983 0.018 -0.016 0.048 0.066
H -2.551 1.186 -1.872 0.319 0.534 0.013 0.072
H -1.078 1.385 -2.975 -0.193 0.483 0.322 0.070
H -0.024 -0.557 -1.780 -0.171 -0.140 -0.020 0.104
H -1.439 -0.648 -0.733 0.195 -0.037 0.246 0.112
H -0.745 1.675 0.137 0.096 0.330 -0.113 0.111
H 0.832 1.441 -0.714 -0.414 0.362 -0.518 0.114
H 2.142 -1.114 -0.024 0.116 0.315 -0.179 0.113
H 2.458 -1.774 2.370 -0.384 -0.088 -0.018 0.145
H 0.537 -0.936 3.838 0.230 0.032 0.119 0.114
```
Positions in Å, forces in eV/Å.

Values from the calculation:
highest occupied orbital energy = -0.3177 Eh
calculated total energy = -344.13193 hartree
SMILES = CCCc1c[nH]cn1
orbital gap = 0.3531 hartree
2S+1 = 1
ΔE to the lowest compared entry with this formula, charge and spin = 0.130 eV

2.
A structure of composition C16H32AgAsF6O12 in a non-equilibrium geometry. Source: the Open Molecules 2025 dataset; level of theory: the ωB97M-V functional and the def2-TZVPD basis.

```
68
Properties=species:S:1:pos:R:3:forces:R:3:lowdin_charge:R:1
Ag 0.045 -0.716 0.083 0.412 0.705 0.112 1.238
As 3.217 1.236 0.812 3.078 -1.157 0.104 0.929
F 2.770 2.805 1.546 0.001 -1.849 -0.965 -0.259
F 4.168 2.023 -0.488 -1.386 -0.698 1.383 -0.270
F 3.594 -0.412 0.078 -0.381 1.571 0.638 -0.329
F 2.259 0.298 2.027 0.163 1.066 -0.987 -0.311
F 1.816 1.163 -0.299 -0.394 0.239 0.623 -0.334
F 4.697 1.116 1.815 -2.024 0.197 -1.017 -0.260
C -2.283 1.333 -4.394 0.030 -0.806 -0.679 -0.041
C -2.166 -0.191 -4.199 -1.993 1.789 0.975 -0.210
O -0.880 -0.690 -4.462 2.770 0.121 0.978 0.079
C 0.106 -0.599 -3.549 2.062 -2.618 -1.069 -0.418
O -0.035 -0.370 -2.339 -0.471 0.308 -0.226 0.073
O 1.306 -1.059 -4.110 -2.792 1.404 0.798 0.011
C 2.580 -1.074 -3.410 0.359 -0.082 0.529 0.007
H -3.326 1.627 -4.282 -0.009 -0.076 0.318 0.087
H -2.061 1.550 -5.439 0.419 0.344 0.143 0.087
H -1.661 1.878 -3.684 0.046 0.080 -0.199 0.074
H -2.885 -0.673 -4.862 0.532 -0.304 -0.123 0.137
H -2.506 -0.364 -3.178 0.387 -0.595 0.139 0.116
H 3.351 -1.237 -4.164 -0.405 0.138 -0.228 0.110
H 2.665 -1.909 -2.716 -0.459 0.034 -0.087 0.063
H 2.837 -0.172 -2.853 -0.507 0.218 -0.155 0.100
C 0.426 2.351 4.204 -0.927 -0.169 -0.547 -0.025
C -0.595 1.999 3.074 2.311 1.117 0.316 -0.222
O -1.586 1.152 3.581 -1.674 -3.549 0.201 0.025
C -1.685 -0.198 3.289 0.679 2.421 0.424 -0.406
O -1.185 -0.749 2.280 -1.035 0.218 1.797 0.033
O -2.396 -0.746 4.332 1.162 2.805 -3.317 0.033
C -2.486 -2.112 4.385 0.977 -2.737 1.726 -0.070
H -0.008 3.107 4.858 -0.122 -0.297 0.234 0.080
H 1.326 2.810 3.796 0.052 -0.392 -0.174 0.072
H 0.625 1.423 4.740 0.380 0.242 0.158 0.086
H -0.039 1.523 2.266 -0.247 0.148 -0.249 0.085
H -1.054 2.951 2.810 -0.298 -0.351 -0.571 0.130
H -3.299 -2.654 3.902 -0.089 0.692 -0.442 0.114
H -2.554 -2.301 5.457 -0.457 -0.181 0.027 0.113
H -1.517 -2.560 4.164 -0.125 -0.086 -0.541 0.074
C 1.360 -4.460 -2.456 0.460 -0.117 -0.041 -0.047
C 2.449 -4.259 -1.426 -1.064 0.961 -0.171 -0.192
O 1.990 -4.813 -0.196 -0.528 -0.503 2.115 0.074
C 1.280 -4.056 0.627 0.571 -0.527 2.066 -0.507
O 0.927 -2.905 0.428 -0.707 1.089 -0.726 0.027
O 1.077 -4.657 1.835 0.920 -0.816 -2.112 0.022
C 0.324 -4.039 2.865 -0.122 1.655 -0.301 -0.046
H 0.690 -3.619 -2.277 -0.350 -0.131 -0.778 0.066
H 0.807 -5.392 -2.339 0.191 -0.034 0.092 0.094
H 1.860 -4.483 -3.425 -0.560 0.387 -0.268 0.093
H 2.446 -3.186 -1.235 0.980 -0.018 -0.152 0.086
H 3.424 -4.653 -1.711 -0.180 -0.157 0.548 0.145
H 0.397 -4.585 3.805 -0.073 -0.528 -0.577 0.112
H -0.690 -3.850 2.515 -0.158 -0.434 0.226 0.088
H 0.730 -3.050 3.080 0.228 0.134 -0.078 0.091
C 0.379 5.357 -1.177 -0.520 -0.415 -0.261 -0.036
C 0.196 3.926 -0.610 2.237 0.994 0.905 -0.213
O -1.111 3.738 -0.131 -2.965 -2.198 -0.599 0.035
C -1.773 2.537 -0.136 0.540 2.479 0.629 -0.467
O -1.248 1.433 -0.296 -1.074 0.443 0.038 0.039
O -3.084 2.870 0.118 2.266 -1.012 0.137 0.015
C -3.979 1.806 0.427 -0.515 -0.855 -0.155 -0.032
H 0.070 6.150 -0.496 -0.007 -0.327 0.346 0.081
H -0.206 5.531 -2.080 -0.054 -0.265 -0.122 0.074
H 1.419 5.555 -1.437 0.054 -0.328 0.123 0.085
H 0.774 3.859 0.312 0.529 0.128 -0.031 0.110
H 0.631 3.130 -1.215 -0.718 -0.061 -0.413 0.114
H -4.103 1.215 -0.480 -0.373 -0.058 0.122 0.097
H -4.920 2.208 0.801 0.125 0.455 -0.595 0.107
H -3.694 1.134 1.237 0.839 0.154 -0.017 0.086
```
Positions in Å, forces in eV/Å.

Values from the calculation:
highest occupied orbital energy (alpha / beta) = -0.5044 / -0.4990 Eh
<S²> = 0.754
calculated total energy = -4513.38801 hartree
net charge = +1
orbital gap (alpha / beta) = 0.3610 / 0.1345 hartree
2S+1 = 2

3.
A structure of composition C10H14BCaClF4LiNO12PS in a non-equilibrium geometry. Source: the Open Molecules 2025 dataset; level of theory: the ωB97M-V functional and the def2-TZVPD basis.

```
47
Properties=species:S:1:pos:R:3:forces:R:3:lowdin_charge:R:1
O -1.254 -0.438 5.988 -0.152 0.957 0.045 -0.322
S -1.049 -0.787 4.608 0.493 -1.461 1.433 0.581
O -1.244 -2.185 4.314 -0.090 -0.116 -0.965 -0.339
P -2.121 0.554 3.227 -0.402 1.278 -0.088 0.533
Cl -2.984 1.957 1.783 0.038 0.181 -0.504 0.111
C -3.757 0.304 4.064 -0.884 -0.511 -0.613 -0.329
C -4.224 -1.159 4.144 0.239 0.220 1.426 -0.255
F -4.043 -1.837 2.953 0.038 0.248 -0.064 -0.053
C 0.786 -0.473 4.256 -0.719 0.007 -0.918 -0.736
F 1.384 -0.025 5.307 0.574 0.285 0.983 0.195
F 1.336 -1.585 3.830 0.390 -0.744 0.051 0.158
F 0.910 0.419 3.256 -0.203 0.458 -0.231 0.092
H -1.628 -0.166 2.129 -0.203 -0.165 0.417 -0.024
H -1.323 1.623 3.689 -0.188 -0.383 0.009 0.027
H -3.801 0.765 5.060 0.525 -0.222 -0.162 0.115
H -4.493 0.840 3.456 0.426 0.034 0.002 0.046
H -5.287 -1.179 4.422 0.169 0.072 -0.329 0.128
H -3.689 -1.664 4.960 0.004 -0.196 -0.509 0.106
B 0.963 1.571 -1.370 1.088 0.250 0.166 -0.818
O 2.274 1.370 -1.981 -0.649 0.451 0.423 0.247
C 2.913 2.536 -1.971 1.151 -1.015 -0.669 -0.380
O 4.009 2.739 -2.394 -0.216 0.330 0.015 0.201
C 2.012 3.565 -1.337 -0.799 0.553 0.704 -0.372
O 2.281 4.738 -1.163 -0.127 0.525 -1.135 0.064
O 0.884 2.999 -0.994 0.199 -0.152 -0.240 0.284
O -0.143 1.203 -2.321 -0.340 -0.295 0.412 0.295
C -0.829 0.273 -1.762 -0.271 1.016 -1.009 -0.413
O -1.814 -0.277 -2.259 0.307 -1.161 -0.279 -0.087
C -0.253 -0.064 -0.419 0.632 -0.277 1.758 -0.412
O -0.698 -0.910 0.316 -0.206 -0.442 -0.706 0.104
O 0.786 0.695 -0.194 -0.631 0.034 -0.623 0.292
C 2.898 -1.700 -5.688 -0.091 -0.090 0.030 0.009
C 1.872 -0.954 -4.876 0.381 0.451 -0.065 -0.514
O 1.969 0.224 -4.620 -0.206 -0.122 -0.047 0.088
N 0.779 -1.664 -4.414 0.106 -0.453 0.109 -0.010
C 0.474 -3.070 -4.614 -0.522 0.902 0.242 -0.114
H 3.687 -1.012 -5.975 -0.078 0.068 0.073 0.095
H 3.338 -2.506 -5.098 -0.022 -0.072 -0.105 0.094
H 2.445 -2.107 -6.594 0.059 -0.112 0.036 0.093
H 0.140 -1.092 -3.880 0.049 0.279 -0.290 0.084
H -0.491 -3.148 -5.131 0.087 -0.316 -0.159 0.079
H 0.401 -3.575 -3.636 0.264 -0.361 -0.097 0.032
H 1.236 -3.565 -5.206 -0.024 -0.077 0.071 0.092
Li 2.399 6.071 -2.790 0.164 -0.518 0.893 0.919
Ca -1.712 -2.597 -2.384 -0.310 0.675 0.625 1.462
O 2.428 3.103 5.771 -0.044 0.271 -0.114 -0.305
H 2.232 2.192 5.540 -0.007 -0.283 -0.002 -0.142
```
Positions in Å, forces in eV/Å.

Values from the calculation:
highest occupied orbital energy = -0.2758 Eh
calculated total energy = -3656.05938 hartree
net charge = +1
orbital gap = 0.0475 hartree
2S+1 = 1

4.
A cluster of 4 separate species, C2H11NO4 in total in a non-equilibrium geometry. Source: the Open Molecules 2025 dataset; level of theory: the ωB97M-V functional and the def2-TZVPD basis.

```
18
Properties=species:S:1:pos:R:3:forces:R:3:lowdin_charge:R:1
O -1.615 -1.764 -1.861 2.964 -0.404 1.438 -0.002
C -0.818 -1.765 -0.916 -4.740 0.885 2.297 -0.165
C -0.995 -0.592 0.275 3.085 -1.615 -1.849 -0.197
N -0.149 0.568 -0.215 -0.860 -1.693 -0.088 -0.010
H -0.333 -2.670 -0.390 0.186 0.825 -1.790 0.125
H -1.974 -0.246 0.567 -0.760 -0.496 -0.537 0.085
H -0.529 -1.159 1.138 -0.252 1.194 -0.715 0.084
H -0.572 0.883 -1.105 0.263 -0.181 0.548 0.038
H -0.387 1.246 0.460 0.131 1.552 0.648 0.024
H -2.114 1.357 -3.446 -0.057 0.059 0.031 0.047
H -1.179 0.173 -3.448 0.060 -0.815 -0.115 0.019
O -1.260 1.060 -3.121 -0.019 0.785 0.134 -0.047
H 2.221 -0.686 0.614 0.612 2.741 -1.288 -0.016
H 2.138 -1.436 1.882 -0.080 -0.187 -0.435 0.054
O 1.965 -1.506 0.928 -0.549 -2.598 1.740 -0.039
H 1.480 2.372 2.270 1.040 -0.229 -0.423 0.049
H 1.849 2.084 3.594 -0.363 -0.246 2.647 -0.006
O 2.272 2.081 2.772 -0.661 0.424 -2.243 -0.043
```
Positions in Å, forces in eV/Å.

Values from the calculation:
highest occupied orbital energy = -0.3491 Eh
calculated total energy = -438.44076 hartree
SMILES = NCC=O.O.O.O
orbital gap = 0.3631 hartree
2S+1 = 1
ΔE to the lowest compared entry with this formula, charge and spin = 3.176 eV